DFT (ωB97M-V with the def2-TZVPD basis set) results for a molecular structure, C10H24F3FeHgN3O9RbS.

Each line ends with the natural charge from an NBO analysis.
CARTESIAN COORDINATES (ANGSTROEM)
Hg: 3.2012 19.3954 6.3135  1.60
Fe: -0.5477 17.9920 6.9267  1.58
Rb: 2.0442 17.8619 1.9378  0.99
O: 2.2175 19.7496 4.3308  -1.14
H: 2.8148 19.8372 3.5627  0.42
O: 1.3657 18.8932 7.4483  -1.28
H: 1.3625 18.5857 8.3756  0.46
O: -0.6144 18.8512 5.1469  -1.11
H: 0.0386 18.1474 4.9662  0.41
C: 2.4624 14.5188 6.0539  0.76
F: 2.1591 14.5171 7.3526  -0.30
F: 3.7668 14.5610 5.9704  -0.29
F: 1.8955 13.5012 5.4328  -0.28
S: 1.7830 16.0896 5.2895  2.30
O: 2.6823 17.2426 5.6605  -1.06
O: 1.7385 15.7286 3.8878  -0.98
O: 0.4747 16.3759 5.9473  -1.06
C: 4.8289 15.0745 2.6899  0.51
O: 5.3538 16.1698 2.4383  -0.67
N: 4.7102 14.1868 1.6761  -0.42
C: 4.0386 12.9199 1.9034  -0.41
C: 5.2509 14.3642 0.3767  -0.44
H: 4.3990 14.7787 3.6594  0.14
H: 3.4994 12.5470 1.0326  0.21
H: 3.3971 13.0485 2.7752  0.21
H: 4.7478 12.1492 2.2057  0.20
H: 5.4748 15.4292 0.3157  0.24
H: 6.2383 13.9120 0.4694  0.22
H: 4.6145 14.0593 -0.4540  0.21
C: -0.3810 12.4301 3.0892  0.52
O: -0.9598 11.4162 3.4027  -0.60
N: 0.0282 12.6146 1.8404  -0.44
C: 0.5512 13.8132 1.2677  -0.41
C: -0.0844 11.5132 0.8557  -0.43
H: -0.1046 13.1386 3.8853  0.12
H: -0.2806 14.4858 1.0587  0.19
H: 1.1386 13.7243 0.3538  0.21
H: 1.2302 14.3006 1.9674  0.20
H: -0.6918 11.5388 -0.0490  0.21
H: 0.9116 11.3943 0.4294  0.18
H: -0.2780 10.5339 1.2935  0.25
C: 4.3793 9.2475 7.9006  0.53
O: 3.2689 8.9620 7.4995  -0.60
N: 5.0470 10.3494 7.4284  -0.44
C: 6.3934 10.8373 7.9138  -0.43
C: 4.5241 11.3469 6.6002  -0.41
H: 4.8734 8.7083 8.7235  0.13
H: 7.0861 11.0135 7.0909  0.20
H: 6.9297 10.1016 8.5132  0.22
H: 6.4365 11.7306 8.5370  0.20
H: 3.4855 11.1949 6.3064  0.23
H: 4.5660 12.2976 7.1318  0.18
H: 5.1075 11.5144 5.6949  0.19

- Multiplicity: 5
- HOMO (alpha / beta): -0.4061 / -0.4061 hartree
- Expectation value of S²: 6.009
- Kohn-Sham gap (alpha / beta): 5.335 / 5.320 eV
- Charge: +1